64
Properties=species:S:1:pos:R:3:nbo_charge:R:1 method="wB97M-V/def2-TZVPD" e_tot_ev=-73145.9755 lumo_energy_ev=-1.6 homo_ev=-9.17 total_charge=0 homo_lumo_gap_ev=7.52 molar_mass_g_mol=549.48
C 0.71 -2.06 3.78 -0.36
C 1.23 -1.79 2.38 -0.21
C 0.14 -1.21 1.25 -0.18
N 0.35 -1.89 -0.07 -0.66
C -0.11 -1.11 -1.26 -0.06
C -1.73 -1.05 -1.26 -0.45
C -2.47 0.21 -1.96 -0.46
C -4.03 0.47 -1.49 -0.03
C -4.66 0.14 -0.01 -0.25
C -6.23 0.45 0.43 -0.22
C -7.24 1.15 -0.66 -0.23
C -6.62 1.50 -2.15 -0.22
C -5.04 1.17 -2.60 -0.24
C 0.69 0.35 -1.22 -0.46
P 2.43 0.07 -1.85 1.72
O 3.46 1.45 -2.08 -0.98
O 3.38 -1.19 -1.12 -0.93
S 2.24 -0.54 -3.75 -0.57
N 0.40 1.17 0.01 -0.50
C 1.24 2.39 0.28 -0.07
C 1.21 3.46 -1.02 -0.64
C 2.70 2.36 0.86 -0.46
C 3.41 0.98 1.33 -0.43
C 4.99 0.80 0.88 -0.62
C -0.05 0.39 1.27 0.79
F 0.54 0.90 2.53 -0.33
O -1.52 0.63 1.50 -0.42
N -1.73 1.01 2.77 0.38
O -2.75 0.50 3.24 -0.25
H 1.39 -1.98 4.75 0.24
H -0.46 -2.29 3.85 0.21
H 2.37 -1.95 2.16 0.26
H -0.88 -1.68 1.66 0.26
H 1.27 -2.36 -0.18 0.45
H 0.19 -1.77 -2.21 0.32
H -2.24 -1.21 -0.19 0.24
H -2.10 -2.02 -1.88 0.27
H -2.53 -0.01 -3.13 0.25
H -1.93 1.25 -1.87 0.18
H -3.97 -0.33 0.83 0.23
H -6.58 0.15 1.53 0.25
H -8.34 1.39 -0.33 0.25
H -7.33 2.03 -2.94 0.24
H -4.67 1.45 -3.69 0.24
H 0.20 0.94 -2.13 0.32
H 4.41 1.17 -2.31 0.52
H 4.31 -1.11 -1.54 0.52
H -0.54 1.65 -0.25 0.49
H 0.57 3.00 1.07 0.25
H 2.06 4.28 -0.89 0.27
H 1.30 2.92 -2.05 0.24
H 0.19 4.04 -1.00 0.22
H 2.76 3.09 1.81 0.25
H 3.45 2.88 0.08 0.25
H 2.71 0.10 1.02 0.20
H 3.43 0.98 2.52 0.24
H 5.66 1.70 1.28 0.23
H 5.16 0.66 -0.27 0.19
H 5.40 -0.18 1.40 0.24
F 0.62 -5.74 -0.60 -0.79
Al 1.96 -5.51 0.58 2.20
F 3.22 -6.76 0.30 -0.79
F 1.32 -5.66 2.25 -0.79
F 2.68 -3.87 0.36 -0.81